# 1
Here is 9 unconnected molecules or ions with the total composition C36H96N6O15 at a distorted geometry from the Open Molecules 2025 dataset. Energies are from ωB97M-V/def2-TZVPD.

The expectation value of S² is 0.755. The electronic energy is -2885.65938 Ha. As for the total charge: +1. The calculation puts the HOMO-LUMO gap (spin up / spin down) at 6.9 / 1.8 eV. The calculation puts the HOMO energy (spin up / spin down) at -9.463 / -9.463 eV. As for the energy relative to the best compared isomer or geometry (same formula, charge and spin): 88.64 kJ/mol. The multiplicity is 2.

Each line ends with the Mulliken spin population.
Positions of all 153 atoms, in Å:
O: 4.0025 -0.3186 0.6274  0.000
H: 3.8333 0.3839 -0.0004  0.000
H: 3.2246 -0.8745 0.5810  0.000
O: 2.1051 3.8828 2.1941  0.000
H: 2.1934 3.9169 3.1466  0.000
H: 1.5713 3.1054 2.0302  0.000
O: -0.2747 5.5091 2.3052  0.000
H: -0.1270 6.3935 2.6404  0.000
H: 0.4173 4.9823 2.7050  0.000
C: 2.1688 -0.7873 -4.3645  0.000
O: 2.9714 0.3062 -3.8699  0.000
C: 3.8575 -0.2190 -2.8603  0.000
C: 4.4656 1.0332 -2.1679  0.000
N: 3.5292 1.6221 -1.2727  -0.003
C: 3.9625 2.7518 -0.4593  -0.003
C: 4.6779 3.8927 -1.1377  0.002
O: 6.0604 3.6441 -1.2965  0.000
C: 6.6196 4.6529 -2.1499  0.000
H: 2.8103 -1.5805 -4.7483  0.000
H: 1.4990 -0.4197 -5.1419  0.000
H: 1.5191 -1.3320 -3.6794  0.000
H: 4.6567 -0.7401 -3.3874  0.000
H: 3.3830 -0.8166 -2.0819  0.000
H: 4.7373 1.6563 -3.0199  0.000
H: 5.3157 0.6782 -1.5852  0.000
H: 2.6812 1.8481 -1.7725  0.002
H: 4.4720 2.3084 0.3962  0.000
H: 3.1290 3.1999 0.0818  0.001
H: 4.6593 4.8346 -0.5895  0.000
H: 4.2699 4.2166 -2.0952  0.001
H: 7.6619 4.3766 -2.3088  0.000
H: 6.6162 5.6448 -1.6980  0.000
H: 6.1885 4.8623 -3.1289  0.000
C: 1.4023 1.5361 9.6368  0.000
O: 1.9533 0.9050 8.4647  0.005
C: 3.3564 1.1277 8.3946  0.016
C: 3.9260 0.5277 7.1128  0.019
N: 3.5216 1.3548 5.9551  0.757
C: 4.1286 0.9864 4.6886  0.038
C: 3.9570 -0.5547 4.3342  0.125
O: 2.6378 -1.1693 4.4731  0.009
C: 2.7448 -2.6386 4.3211  0.006
H: 0.4728 1.0375 9.9117  0.000
H: 1.1948 2.6028 9.5525  0.000
H: 2.0701 1.4318 10.4919  0.000
H: 3.8291 0.6852 9.2715  0.001
H: 3.5198 2.2025 8.3163  -0.002
H: 3.5443 -0.4783 6.9385  0.049
H: 4.9981 0.4213 7.2779  0.007
H: 2.5321 1.4217 5.7640  -0.019
H: 5.2000 1.1209 4.8370  0.009
H: 3.8333 1.7048 3.9239  -0.013
H: 4.6943 -1.0486 4.9672  -0.002
H: 4.3437 -0.5353 3.3153  -0.005
H: 1.7318 -3.0348 4.3905  0.000
H: 3.3552 -3.1868 5.0388  0.000
H: 3.1214 -2.9271 3.3398  -0.001
C: -7.4203 -5.9170 -1.2083  0.000
O: -6.3593 -6.8202 -0.8919  0.000
C: -6.1856 -6.9057 0.5459  0.000
C: -4.8426 -7.5579 0.9537  0.000
N: -3.5288 -6.9640 0.5899  0.000
C: -3.4063 -6.6933 -0.8900  0.000
C: -2.0941 -5.8994 -1.2180  0.000
O: -1.7296 -5.8786 -2.6071  0.000
C: -0.4060 -5.4985 -2.9917  0.000
H: -8.4441 -6.2663 -1.0745  0.000
H: -7.3983 -5.6577 -2.2668  0.000
H: -7.2493 -4.9467 -0.7421  0.000
H: -7.0866 -7.3869 0.9262  0.000
H: -6.2173 -5.9343 1.0392  0.000
H: -4.9504 -8.5945 0.6346  0.000
H: -4.9229 -7.6389 2.0377  0.000
H: -3.4297 -6.1062 1.1138  0.000
H: -4.2439 -6.0519 -1.1640  0.000
H: -3.4897 -7.6438 -1.4170  0.000
H: -1.2748 -6.3435 -0.6527  0.000
H: -2.1671 -4.8875 -0.8194  0.000
H: 0.2991 -6.1017 -2.4197  0.000
H: -0.1535 -4.4447 -2.8742  0.000
H: -0.3305 -5.8660 -4.0151  0.000
C: -2.0684 -1.9992 -2.9604  0.000
O: -2.2052 -0.8603 -2.1921  0.000
C: -3.4791 -0.3410 -1.8038  0.000
C: -4.3106 -1.3046 -0.9063  0.000
N: -3.6049 -1.5528 0.3355  0.000
C: -4.4299 -2.5800 1.0597  0.000
C: -3.7008 -3.1970 2.2573  0.000
O: -2.6704 -3.9561 1.6519  0.000
C: -1.7370 -4.5758 2.5777  0.000
H: -1.0277 -2.1162 -3.2629  0.000
H: -2.6904 -1.8817 -3.8477  0.000
H: -2.5610 -2.8032 -2.4135  0.000
H: -4.0869 -0.0546 -2.6621  0.000
H: -3.1543 0.5783 -1.3165  0.000
H: -4.4826 -2.2253 -1.4638  0.000
H: -5.2303 -0.7536 -0.7095  0.000
H: -2.7040 -1.9527 0.1152  0.000
H: -4.7561 -3.3814 0.3968  0.000
H: -5.3539 -2.1269 1.4187  0.000
H: -4.3882 -3.7497 2.8977  0.000
H: -3.2988 -2.4542 2.9464  0.000
H: -0.9518 -5.1865 2.1319  0.000
H: -2.1987 -5.3772 3.1546  0.000
H: -1.2112 -3.8937 3.2457  0.000
C: 0.3562 -2.3325 -0.0499  0.000
O: 0.9355 -1.2080 0.5636  0.000
C: 0.4858 -0.9036 1.8886  -0.001
C: 1.0404 0.4771 2.3415  0.001
N: 1.0068 1.4930 1.3148  0.002
C: -0.2569 1.6347 0.6958  0.000
C: -0.3782 2.7420 -0.3628  -0.001
O: 0.2986 2.4962 -1.5939  0.000
C: -0.0907 1.3794 -2.4237  0.000
H: 0.7532 -3.2848 0.3018  0.000
H: 0.6852 -2.2922 -1.0883  0.000
H: -0.7325 -2.3032 -0.0071  0.000
H: 0.8714 -1.6392 2.5945  0.000
H: -0.6006 -0.8259 1.8475  0.000
H: 2.0336 0.2130 2.7047  0.000
H: 0.5276 0.9482 3.1800  0.001
H: 1.6631 1.0946 0.6586  0.000
H: -0.9565 1.6986 1.5292  0.000
H: -0.5058 0.7221 0.1542  0.000
H: -0.0095 3.6115 0.1814  0.000
H: -1.4548 2.8790 -0.4636  0.000
H: -1.1639 1.3413 -2.6104  0.000
H: 0.1344 0.4553 -1.8913  0.000
H: 0.4082 1.3813 -3.3928  0.000
C: 1.0168 5.6631 -2.6834  0.000
O: 0.8778 6.4934 -3.7556  0.000
C: -0.1852 7.4702 -3.7777  0.000
C: -1.6522 6.9937 -3.9608  0.000
N: -1.9491 6.5025 -5.2587  0.000
C: -1.1567 5.3206 -5.7968  0.000
C: -1.3946 4.0148 -5.0519  0.000
O: -2.6823 3.4425 -5.4460  0.000
C: -2.9219 2.0641 -4.9416  0.000
H: 0.1777 4.9722 -2.7650  0.000
H: 1.1071 6.0868 -1.6832  0.000
H: 1.9298 5.0680 -2.6628  0.000
H: 0.1931 8.1280 -4.5602  0.000
H: -0.1824 7.9988 -2.8245  0.000
H: -2.4432 7.7203 -3.7745  0.000
H: -1.8695 6.2006 -3.2454  0.000
H: -2.9124 6.1990 -5.2672  0.000
H: -0.0919 5.5532 -5.7829  0.000
H: -1.3616 5.2525 -6.8652  0.000
H: -1.4590 4.0500 -3.9644  0.000
H: -0.5868 3.4488 -5.5158  0.000
H: -2.1431 1.3685 -5.2542  0.000
H: -3.9206 1.7318 -5.2251  0.000
H: -3.0322 2.1235 -3.8588  0.000

=====

# 2
Here is a single C4H7N3 molecule at a distorted geometry from the Open Molecules 2025 dataset. Energies are from ωB97M-V/def2-TZVPD.

The structure (SMILES) is CNc1cc[nH]n1. The electronic energy is -320.76455 Ha. As for the total charge: 0. The calculation puts the HOMO-LUMO gap at 9.0 eV. The calculation puts the HOMO energy at -7.936 eV. As for the energy relative to the best compared isomer or geometry (same formula, charge and spin): 311.79 kJ/mol. The multiplicity is 1.

Each line ends with the Löwdin charge.
Positions of all 14 atoms, in Å:
C: -2.3604 0.2124 0.4767  -0.027
N: -1.2184 0.4403 -0.6821  -0.097
C: 0.1019 0.0947 -0.4012  -0.417
C: 0.7992 0.2236 0.8273  -0.040
C: 2.0738 -0.2239 0.5378  -0.113
N: 2.0740 -0.5741 -0.7708  -0.055
N: 0.8762 -0.3958 -1.3702  0.066
H: -1.7565 1.3291 0.3964  0.156
H: -3.2613 0.0401 -0.0859  0.036
H: -2.0540 -0.6285 1.0720  0.036
H: -1.5039 0.1528 -1.6136  0.106
H: 0.4319 0.5943 1.7740  0.094
H: 2.9610 -0.3112 1.1525  0.110
H: 2.8366 -0.9537 -1.3130  0.146

=====

# 3
Here is a molecular structure, C36H31Cl3N2O3P2ScTe at a distorted geometry from the Open Molecules 2025 dataset. Energies are from ωB97M-V/def2-TZVPD.

The electronic energy is -4817.36240 Ha. As for the total charge: +1. The calculation puts the HOMO-LUMO gap at 6.1 eV. The calculation puts the HOMO energy at -9.365 eV. As for the energy relative to the best compared isomer or geometry (same formula, charge and spin): 513.87 kJ/mol. The multiplicity is 1.

Each line ends with the Löwdin charge.
Positions of all 79 atoms, in Å:
Sc: 1.6961 0.4631 0.3864  0.841
Te: -2.1658 -2.0262 0.3106  1.371
C: -3.6940 -0.5781 0.0087  -0.545
C: -4.0066 -0.1145 -1.2639  -0.135
C: -4.9444 0.9000 -1.3997  -0.149
N: -5.5814 1.4570 -0.3719  0.068
C: -5.3157 0.9739 0.8383  -0.139
C: -4.3942 -0.0383 1.0782  -0.135
C: -0.5176 -0.7591 0.1832  -0.734
P: -0.0505 0.7689 2.5736  1.045
C: -0.3855 2.1054 1.3660  -0.399
C: 0.5981 3.0935 1.2305  -0.158
C: 0.4654 4.1110 0.2903  -0.071
C: -0.6654 4.1532 -0.5075  -0.054
C: -1.6571 3.1845 -0.3774  -0.039
C: -1.5164 2.1595 0.5393  -0.061
C: -1.6402 0.4745 3.3814  -0.367
C: -1.8958 -0.7875 3.9164  -0.110
C: -3.0321 -0.9960 4.6802  -0.069
C: -3.8990 0.0582 4.9437  -0.072
C: -3.6338 1.3206 4.4339  -0.076
C: -2.5093 1.5299 3.6476  -0.092
P: 0.8339 -1.4312 -0.8676  0.830
C: 0.7629 -2.7210 -2.1644  -0.298
C: 0.9531 -2.3962 -3.5082  -0.075
C: 0.9211 -3.3807 -4.4844  -0.070
C: 0.6734 -4.7002 -4.1379  -0.071
C: 0.4626 -5.0318 -2.8078  -0.065
C: 0.5127 -4.0534 -1.8266  -0.090
C: 0.5469 0.1109 -2.0602  -0.346
C: -0.6526 0.5656 -2.6338  -0.073
C: -0.6987 1.7458 -3.3415  -0.059
C: 0.4303 2.5718 -3.4459  -0.080
C: 1.6100 2.1828 -2.8576  -0.078
C: 1.6538 0.9464 -2.1911  -0.204
H: -3.5388 -0.5365 -2.1431  0.082
H: -5.1979 1.2797 -2.3840  0.107
H: -5.8596 1.4206 1.6640  0.108
H: -4.2248 -0.3848 2.0881  0.078
H: 1.4452 3.0928 1.9122  0.090
H: 1.2279 4.8745 0.2028  0.105
H: -0.7834 4.9480 -1.2327  0.117
H: -2.5404 3.2240 -1.0017  0.117
H: -2.2813 1.4017 0.6254  0.085
H: -1.2185 -1.6098 3.7193  0.105
H: -3.2381 -1.9811 5.0771  0.113
H: -4.7808 -0.1068 5.5487  0.111
H: -4.3039 2.1444 4.6415  0.111
H: -2.3118 2.5196 3.2546  0.109
H: 1.1393 -1.3740 -3.8050  0.099
H: 1.0851 -3.1114 -5.5196  0.108
H: 0.6369 -5.4656 -4.9019  0.109
H: 0.2509 -6.0557 -2.5291  0.110
H: 0.3216 -4.3335 -0.8010  0.091
H: -1.5459 -0.0349 -2.5325  0.086
H: -1.6232 2.0511 -3.8176  0.114
H: 0.3686 3.5031 -3.9937  0.110
H: 2.4994 2.7967 -2.9342  0.103
H: 2.6309 0.5526 -1.8851  0.085
C: 3.8604 -2.7629 -0.2591  -0.006
C: 2.9791 -2.4639 0.9359  -0.514
C: 3.3814 -3.2000 2.1882  -0.009
O: 3.0503 -0.9989 1.2302  -0.136
C: 1.4739 -2.6828 0.5710  -0.414
O: 0.8038 -3.3897 1.2829  0.027
O: 0.2069 -0.5285 1.5386  -0.636
H: 4.9162 -2.7753 0.0164  0.095
H: 3.7035 -2.0315 -1.0527  0.077
H: 3.6020 -3.7429 -0.6650  0.108
H: 4.4278 -3.0034 2.4372  0.097
H: 3.2710 -4.2717 2.0281  0.108
H: 2.7369 -2.9279 3.0227  0.100
H: 3.7540 -0.8427 1.8717  0.122
Cl: 4.6890 5.1809 1.1849  0.667
C: 5.3552 3.7897 0.3288  -1.620
Cl: 5.6428 4.1645 -1.3702  0.669
Cl: 6.8168 3.1975 1.1104  0.677
C: 4.3470 2.7207 0.3793  -0.301
N: 3.5601 1.8920 0.4077  0.199